The following is a DFT calculation (ωB97M-V/def2-TZVPD) of a cluster of 9 separate species, C26H74N4O14 in total.

ORCA input file:
```
! RIJCOSX wB97M-V def2-TZVPD def2/J DEFGRID3
* xyz 0 1
C 0.3787 -1.4639 -8.1128
O 1.5592 -1.4252 -7.3761
C 1.8926 -2.7768 -7.0027
C 3.1750 -2.6992 -6.0412
C 3.1218 -1.6211 -5.0088
N 4.3851 -2.4627 -6.7857
H 0.3100 -0.5475 -8.6990
H -0.5390 -1.4747 -7.5248
H 0.3240 -2.2408 -8.8754
H 1.0411 -3.1985 -6.4687
H 2.0569 -3.4774 -7.8214
H 3.3394 -3.6239 -5.4881
H 2.3215 -1.9482 -4.3449
H 2.8729 -0.6266 -5.3790
H 4.0489 -1.4758 -4.4543
H 4.9526 -2.0838 -6.0411
H 4.3144 -1.6348 -7.3598
C -2.1981 3.5045 0.1735
O -2.5067 3.1100 1.5240
C -2.6848 1.7622 1.7516
C -3.8524 1.5709 2.8312
C -5.0603 2.4784 2.6229
N -3.3475 1.8863 4.2318
H -2.9743 3.2133 -0.5343
H -1.2377 3.1610 -0.2107
H -2.1794 4.5801 -0.0025
H -3.0294 1.2299 0.8650
H -1.7504 1.3007 2.0710
H -4.1522 0.5253 2.7607
H -4.7551 3.5218 2.5439
H -5.6787 2.3930 3.5164
H -5.6952 2.2032 1.7808
H -3.5785 2.8014 4.5916
H -2.3376 1.8994 4.2348
C 1.1869 -1.3467 4.4284
O 1.0969 -0.5689 5.5544
C -0.2426 -0.0212 5.8026
C -0.3994 0.0742 7.3447
C -1.7783 0.6238 7.7369
N 0.5303 1.0595 7.7685
H 0.9568 -1.1097 3.3897
H 0.5581 -2.2339 4.5024
H 2.1183 -1.9045 4.5249
H -0.3793 0.8972 5.2316
H -1.1444 -0.5878 5.5706
H -0.2106 -0.8657 7.8633
H -1.6949 0.8999 8.7880
H -2.6504 0.0071 7.5197
H -2.0388 1.5107 7.1592
H 1.2955 0.8235 7.1528
H 0.7658 0.8393 8.7256
C -2.7866 -1.9661 4.0146
O -3.7400 -2.3943 3.0180
C -3.2068 -2.0806 1.7595
C -4.1609 -2.6200 0.7188
C -4.7415 -4.0161 0.9522
N -3.6445 -2.5549 -0.6166
H -3.2431 -2.1298 4.9908
H -2.5051 -0.9132 4.0304
H -1.8209 -2.4667 3.9445
H -3.0937 -1.0020 1.6507
H -2.2621 -2.5434 1.4743
H -4.9937 -1.9212 0.6401
H -5.3316 -4.0448 1.8682
H -3.8837 -4.6674 1.1197
H -5.5255 -4.2237 0.2239
H -3.0930 -1.7192 -0.7487
H -3.0383 -3.3352 -0.8255
O 2.2262 5.3523 -1.3076
C 1.2716 4.5464 -2.1245
C 1.6600 3.0741 -1.8790
O 1.1863 2.1686 -2.8908
H 1.8806 6.2461 -1.2509
H 0.2583 4.6604 -1.7393
H 1.4080 4.9389 -3.1322
H 1.3328 2.6502 -0.9297
H 2.7254 2.9138 -1.7136
H 1.4638 1.2871 -2.6308
O 6.6810 -3.9177 -2.6120
C 6.4960 -2.5443 -2.3413
C 5.4196 -2.4208 -1.2370
O 4.1534 -2.6502 -1.7954
H 5.7841 -4.2079 -2.7935
H 7.4427 -2.1995 -1.9254
H 6.1544 -2.0971 -3.2747
H 5.4147 -1.3931 -0.8737
H 5.6579 -3.0001 -0.3450
H 3.9987 -3.5968 -1.8354
O -0.3153 -1.1975 -0.3795
C 0.4623 -0.1666 0.0329
C 1.9196 -0.3598 -0.3616
O 2.0435 -0.3221 -1.7231
H -0.9290 -0.8286 -1.0190
H 0.1899 0.7805 -0.4329
H 0.3749 -0.1042 1.1176
H 2.4394 -1.2913 -0.1373
H 2.5660 0.4496 -0.0223
H 2.8464 -0.7523 -2.0264
O 0.8916 4.4198 3.2491
C 1.5170 4.0877 2.0153
C 1.9137 2.6364 2.0978
O 0.9256 1.7785 2.5335
H 0.4985 5.2951 3.2191
H 0.7471 4.3029 1.2744
H 2.3116 4.7774 1.7307
H 2.7196 2.5497 2.8265
H 2.2761 2.4295 1.0908
H 0.8784 1.9541 3.4761
O -2.8294 0.0210 -4.9866
C -1.5494 -0.2217 -4.5120
C -1.3819 0.3509 -3.1669
O -2.2374 -0.2565 -2.1836
H -2.8730 -0.4152 -5.8407
H -1.4497 -1.2954 -4.6715
H -0.7809 0.1576 -5.1856
H -1.7286 1.3711 -3.3317
H -0.3451 0.3731 -2.8314
H -3.1525 -0.1922 -2.4664
*
```

ΔE to the lowest compared entry with this formula, charge and spin in kcal per mole: 180.13
SMILES: COC[C@H](C)N.COC[C@H](C)N.COC[C@H](C)N.COC[C@H](C)N.OCCO.OCCO.OCCO.OCCO.OCCO
Orbital gap in Eh: 0.333

Atom charges from the Mulliken analysis, given in e for atoms 1 to 6: number 1, C, carries -0.793; number 2, O, carries -0.266; number 3, C, carries -0.891; number 4, C, carries 0.527; number 5, C, carries -0.915; number 6, N, carries -0.817

---

The following is a DFT calculation (ωB97M-V/def2-TZVPD) of a cluster of 13 separate species, C26H78O26 in total.

ORCA input file:
```
! RIJCOSX wB97M-V def2-TZVPD def2/J DEFGRID3
* xyz 0 1
C 7.1679 3.5487 -8.3765
C 7.0354 2.0774 -8.8616
O 6.1692 1.5661 -7.9872
O 8.0183 3.5015 -7.2541
H 6.1782 3.8836 -8.0661
H 7.4722 4.1843 -9.2080
H 7.9614 1.5287 -8.6896
H 6.7024 1.9173 -9.8870
H 6.6452 1.5033 -7.1559
H 8.9303 3.4902 -7.5538
C 4.8649 8.7126 -9.8777
C 6.1616 7.9000 -10.0884
O 6.4544 7.0725 -8.9902
O 4.8590 9.4571 -8.7375
H 3.9627 8.1010 -9.8719
H 4.7710 9.5002 -10.6252
H 7.0043 8.5912 -10.1044
H 6.1017 7.3222 -11.0106
H 6.3857 7.7975 -8.3648
H 3.9551 9.7351 -8.5721
C 4.4711 7.0689 -14.4849
C 3.8924 7.3193 -13.0705
O 2.4498 7.1254 -13.3601
O 5.8473 6.9578 -14.5762
H 4.1196 7.8592 -15.1482
H 4.0120 6.1676 -14.8909
H 4.1350 8.3328 -12.7512
H 4.2135 6.5953 -12.3216
H 1.9523 7.4219 -12.5944
H 6.0954 6.2688 -13.9555
C -1.7515 1.1795 -6.4140
C -0.4737 1.5681 -5.7385
O 0.3237 0.4349 -5.7755
O -2.3151 0.2291 -5.5077
H -1.5221 0.7473 -7.3880
H -2.4976 1.9734 -6.3781
H -0.7522 1.9716 -4.7650
H 0.0000 2.3442 -6.3397
H -0.1184 -0.3659 -5.4839
H -3.0616 -0.1690 -5.9613
C -0.8670 4.7348 -14.9642
C 0.5439 4.5261 -14.5541
O 1.4147 5.3686 -15.3474
O -1.1160 6.1381 -14.6664
H -1.5694 4.1446 -14.3756
H -0.9386 4.4105 -16.0024
H 1.0115 3.5526 -14.7013
H 0.8775 4.7603 -13.5431
H 1.8248 5.9096 -14.6686
H -0.3732 6.7284 -14.8127
C -2.0384 6.6749 -10.0213
C -1.0840 5.8250 -9.1052
O 0.0392 6.6185 -8.6979
O -2.8638 7.4703 -9.1640
H -2.6228 6.0826 -10.7254
H -1.3823 7.1448 -10.7541
H -0.7505 4.9786 -9.7056
H -1.6571 5.3575 -8.3045
H 0.7571 6.0410 -8.4283
H -3.7349 7.4535 -9.5671
C 3.9259 2.5915 -3.1713
C 3.4990 2.5939 -4.6505
O 3.5015 3.9285 -5.1698
O 5.3260 2.6726 -2.9780
H 3.6100 1.6396 -2.7445
H 3.4383 3.4043 -2.6332
H 2.5040 2.1523 -4.5962
H 4.1591 1.8784 -5.1409
H 4.4493 4.0802 -5.1539
H 5.5422 3.4880 -3.4363
C 2.5468 4.0392 -8.4358
C 2.5738 4.6002 -9.8562
O 3.0933 3.5732 -10.7265
O 2.1789 5.0447 -7.4760
H 3.5025 3.6403 -8.0957
H 1.9098 3.1548 -8.4329
H 3.3132 5.3936 -9.9657
H 1.6557 5.0909 -10.1792
H 2.8998 3.7507 -11.6498
H 2.4674 4.7788 -6.5998
C 2.5346 -0.2145 -12.7270
C 3.6062 -1.1969 -12.1994
O 3.2367 -2.5847 -12.2745
O 3.1075 1.0177 -12.2419
H 1.5448 -0.3400 -12.2879
H 2.3432 -0.2976 -13.7968
H 3.9079 -1.0660 -11.1602
H 4.5354 -1.1813 -12.7689
H 4.0235 -3.1020 -12.4616
H 2.5630 1.3106 -11.5075
C 0.6953 9.1980 -11.1406
C 0.7557 9.9601 -12.3717
O -0.2636 9.6107 -13.3861
O 1.1566 7.8665 -11.2383
H -0.3349 9.1988 -10.7846
H 1.3057 9.6444 -10.3556
H 1.7552 10.0069 -12.8041
H 0.5624 10.9562 -11.9736
H 0.0009 10.0539 -14.1955
H 0.6570 7.4053 -10.5606
C 6.8256 2.2510 -12.5758
C 5.8348 3.4624 -12.2566
O 6.1275 4.6119 -12.9908
O 8.1285 2.5121 -12.1745
H 6.7427 2.1139 -13.6539
H 6.4250 1.3787 -12.0594
H 5.8605 3.5973 -11.1753
H 4.8101 3.3011 -12.5914
H 7.0076 4.3973 -13.3086
H 8.6691 1.7688 -12.4517
C -0.3661 5.6148 -3.0640
C 0.2723 5.1583 -4.4241
O -0.6459 5.3967 -5.4864
O -1.1523 6.8231 -2.9925
H 0.4067 5.6661 -2.2970
H -0.9459 4.7828 -2.6646
H 0.4624 4.0876 -4.4996
H 1.0996 5.7866 -4.7541
H -0.5785 6.2267 -5.9640
H -1.4189 6.9997 -3.8977
C 2.6120 8.4568 -6.2911
C 1.3948 9.0137 -5.3811
O 1.3904 10.4435 -5.5652
O 2.2712 8.9650 -7.6482
H 2.7479 7.3785 -6.2088
H 3.5109 8.9046 -5.8673
H 1.5400 8.6927 -4.3496
H 0.4379 8.6570 -5.7621
H 1.3547 10.4861 -6.5236
H 1.4118 8.6597 -7.9479
*
```

ΔE to the lowest compared entry with this formula, charge and spin in kcal per mole: 127.26
Orbital gap in Eh: 0.362

Atom charges from the Mulliken analysis, given in e for atoms 1 to 6: number 1, C, carries 0.027; number 2, C, carries 0.267; number 3, O, carries -0.574; number 4, O, carries -0.538; number 5, H, carries -0.206; number 6, H, carries 0.326

---

The following is a DFT calculation (ωB97M-V/def2-TZVPD) of a cluster of 14 separate species, C26H79BrNO17PSSi in total.

ORCA input file:
```
! RIJCOSX wB97M-V def2-TZVPD def2/J DEFGRID3
* xyz 0 1
C 3.3536 -4.1318 -0.4038
C 3.0989 -2.8822 0.4453
Br 3.7105 -3.2881 2.2754
C 1.6092 -2.5489 0.4661
C 1.2093 -1.1145 0.8399
C -0.2075 -1.1369 1.4053
C -1.2837 -1.7081 0.4968
O -2.0945 -0.6564 -0.0110
Si -3.7085 -0.7124 0.4110
C -4.5140 -2.3585 0.0121
C -4.5719 0.6028 -0.6127
C -4.0250 -0.3287 2.2194
O 2.0422 -0.7455 1.9836
C 3.1022 -0.0281 1.5743
O 4.0036 0.3989 2.2838
O 3.0222 0.1501 0.2266
C 1.6256 0.0440 -0.0810
C 1.0057 1.3992 0.3790
C 1.8698 2.5859 -0.0392
N 1.0950 3.8209 0.0690
P 1.2634 -0.0123 -1.9028
S 0.5115 -1.6501 -2.6616
H 3.7687 -3.8596 -1.3636
H 4.0749 -4.7712 0.0819
H 2.4503 -4.7172 -0.5071
H 3.6791 -2.0653 0.0453
H 1.1602 -3.1902 1.2135
H 1.1948 -2.8542 -0.4834
H -0.1327 -1.7629 2.2861
H -0.5283 -0.1727 1.7685
H -1.8652 -2.4289 1.0675
H -0.8841 -2.2431 -0.3552
H -4.3008 -2.7165 -0.9853
H -5.5863 -2.2195 0.0909
H -4.2542 -3.1116 0.7479
H -5.6026 0.2799 -0.6823
H -4.5576 1.5357 -0.0632
H -4.1483 0.7047 -1.6011
H -3.1913 0.1157 2.7441
H -4.3407 -1.2397 2.7173
H -4.8711 0.3432 2.2439
H 0.8536 1.4512 1.4492
H 0.0308 1.5549 -0.0649
H 2.2505 2.4483 -1.0440
H 2.7387 2.6164 0.6101
H 1.5254 4.5167 -0.5228
H 1.1699 4.1848 1.0060
H 2.4748 0.3617 -2.4986
H 0.4111 1.0629 -2.1309
C -0.0275 0.7219 4.9626
O 0.1636 1.2035 3.6352
H -0.7693 1.3584 5.4372
H -0.3945 -0.3083 4.9577
H 0.9009 0.7682 5.5359
H 0.8284 0.6504 3.2122
C 4.2516 -1.7842 -3.6236
O 3.8546 -2.0864 -2.2869
H 5.3371 -1.7567 -3.6487
H 3.9005 -2.5508 -4.3157
H 3.8649 -0.8095 -3.9374
H 2.8893 -2.1094 -2.2732
C 6.7589 -0.9438 2.9519
O 6.8191 -1.6197 1.7024
H 7.7705 -0.6531 3.2255
H 6.1350 -0.0495 2.8668
H 6.3545 -1.5964 3.7318
H 5.9072 -1.8040 1.4707
C -7.9563 -4.2447 -1.0199
O -6.9480 -3.6985 -1.8643
H -7.4845 -5.0008 -0.3986
H -8.3898 -3.4768 -0.3722
H -8.7521 -4.7142 -1.6040
H -7.3587 -3.0299 -2.4158
C -5.9044 3.5800 2.1649
O -4.8965 2.7675 2.7620
H -6.5993 2.9139 1.6583
H -6.4478 4.1557 2.9193
H -5.4752 4.2647 1.4287
H -4.2733 3.3453 3.2066
C 5.0425 -2.4550 6.6665
O 3.7882 -2.9281 6.1886
H 4.9669 -2.3688 7.7472
H 5.8488 -3.1533 6.4252
H 5.2792 -1.4713 6.2512
H 3.8505 -3.0062 5.2345
C -8.8859 0.6784 0.5344
O -7.8513 1.1826 -0.3059
H -8.4484 -0.0882 1.1696
H -9.2999 1.4670 1.1676
H -9.6946 0.2331 -0.0528
H -8.2364 1.8638 -0.8673
C -9.0665 2.3188 -4.3102
O -9.0672 2.0592 -2.9023
H -9.1291 3.3933 -4.4577
H -8.1489 1.9421 -4.7618
H -9.9325 1.8430 -4.7766
H -9.0225 1.1065 -2.7911
C 6.2616 3.0345 1.8232
O 4.8827 3.3405 1.6421
H 6.8413 3.9147 1.5594
H 6.4589 2.7748 2.8681
H 6.5568 2.2038 1.1766
H 4.3779 2.5557 1.8760
C 0.3934 2.0539 -5.5967
O 0.8235 0.9601 -4.7894
H 0.8917 2.9475 -5.2303
H 0.6672 1.9018 -6.6434
H -0.6875 2.1969 -5.5229
H 0.3883 0.1622 -5.1000
C 8.4243 5.3120 3.8894
O 9.2818 4.5095 4.6966
H 8.6126 6.3509 4.1451
H 8.6395 5.1622 2.8282
H 7.3748 5.0801 4.0873
H 9.1206 3.5906 4.4750
C -5.1986 -0.0580 -4.3168
O -6.4905 0.5452 -4.2399
H -4.9007 -0.0523 -5.3618
H -4.4676 0.5064 -3.7362
H -5.2207 -1.0911 -3.9607
H -6.7521 0.5388 -3.3143
C 7.2587 -2.2618 -6.1869
O 5.9823 -2.6641 -6.6769
H 7.2042 -2.2525 -5.1021
H 8.0389 -2.9633 -6.4927
H 7.5188 -1.2588 -6.5354
H 6.0287 -2.6732 -7.6345
*
```

Orbital gap in Eh: 0.355

Atom charges from the Mulliken analysis, given in e for atoms 1 to 6: number 1, C, carries -1.345; number 2, C, carries -0.268; number 3, Br, carries -0.166; number 4, C, carries -1.510; number 5, C, carries 1.622; number 6, C, carries -1.783

---

Look up the orbital gap of the first one. 0.333 Eh

---

Look up the orbital gap of the second one. 0.362 Eh